A.
7 unconnected molecules or ions with the total composition H14O7. Source: the Open Molecules 2025 dataset; level of theory: wB97M-V/def2-TZVPD.

XYZ file:
```
21
Properties=species:S:1:pos:R:3:lowdin_charge:R:1
O -0.39182 0.17048 -0.52289 -0.0767
H 0.39369 0.71252 -0.38813 0.0618
H -0.19432 -0.33462 -1.31967 0.0310
O -2.91099 -2.01546 0.59763 -0.0670
H -2.12176 -1.78389 0.09516 -0.0296
H -2.67215 -1.82293 1.51135 0.0249
O -3.50180 3.78058 -0.31555 -0.0629
H -4.10780 3.03880 -0.42297 0.0316
H -2.88885 3.48565 0.36731 0.0309
O 3.58529 -1.21773 0.23791 -0.0420
H 3.41538 -0.88427 -0.65031 0.0402
H 3.89419 -0.44461 0.72355 0.0092
O -1.23089 -1.93612 -1.45947 -0.0512
H -1.06299 -2.86590 -1.65000 0.0854
H -2.10109 -1.77217 -1.84009 0.0807
O -0.72648 -0.16496 1.96292 -0.0751
H -1.68720 -0.09276 1.93484 0.0211
H -0.50095 -0.61433 1.14061 -0.0066
O 4.70372 1.86616 -0.15585 -0.0446
H 4.44011 1.06873 0.31702 -0.0082
H 5.66673 1.82680 -0.16338 0.0470
```

The calculation puts the HOMO-LUMO gap at 10.97 eV. The total charge is 0.


B.
7 unconnected molecules or ions with the total composition H14O7. Source: the Open Molecules 2025 dataset; level of theory: wB97M-V/def2-TZVPD.

XYZ file:
```
21
Properties=species:S:1:pos:R:3:lowdin_charge:R:1
O 0.00066 -0.32719 0.45947 -0.0743
H 0.42261 0.45678 0.09455 -0.0207
H 0.71735 -0.98305 0.17279 0.0637
O -3.02761 3.06698 -0.73651 -0.0231
H -2.78501 2.22813 -0.97304 -0.0270
H -2.34198 3.72989 -0.98665 0.0597
O -2.30418 -2.23196 -1.72257 -0.0824
H -3.02770 -1.53538 -1.60555 0.0743
H -1.74872 -1.88994 -1.02805 -0.0156
O 3.13516 0.39022 1.32878 -0.0805
H 3.26423 1.20915 1.91358 0.0879
H 3.89465 0.47867 0.73958 0.0272
O 0.34599 2.45403 0.66103 -0.0314
H -0.17108 2.73447 -0.11983 0.0495
H 1.12954 2.12341 0.26980 -0.0059
O 3.07586 -1.53510 -1.92878 -0.0589
H 3.49376 -0.68737 -1.85288 0.0117
H 2.11255 -1.52030 -1.68881 0.0505
O -2.33972 -2.63798 2.06731 -0.0582
H -2.44008 -3.09965 2.90968 0.0359
H -1.40630 -2.42383 2.02613 0.0175
```

The calculation puts the HOMO-LUMO gap at 10.91 eV. The total charge is 0.


C.
7 unconnected molecules or ions with the total composition H14O7. Source: the Open Molecules 2025 dataset; level of theory: wB97M-V/def2-TZVPD.

XYZ file:
```
21
Properties=species:S:1:pos:R:3:lowdin_charge:R:1
O -0.47676 -0.77059 0.04000 -0.2071
H -0.24024 0.15437 -0.00262 0.0394
H 0.35127 -1.30025 0.26530 0.0449
O 4.29881 1.18719 -0.22266 -0.0743
H 3.77265 1.56052 -0.91940 0.0042
H 4.33362 1.96071 0.41341 0.0663
O 1.08899 -2.87067 0.63702 -0.0321
H 1.53436 -3.48589 1.22043 0.0560
H 1.13786 -3.25998 -0.25508 0.0725
O 1.12970 -0.28660 -0.89540 -0.0897
H 1.20645 0.43467 -1.55074 0.0795
H 0.56071 -0.85993 -1.35173 0.0273
O -1.36783 3.07472 0.27374 -0.0661
H -1.97840 2.38885 0.67648 0.0479
H -0.55945 3.01890 0.78452 0.0345
O -3.18664 -0.67644 -1.13272 -0.0823
H -4.12408 -0.80034 -1.44906 0.0610
H -3.00447 0.22818 -1.42568 0.0274
O -1.13358 0.07231 1.76393 -0.0649
H -1.58118 0.84780 1.35432 0.0211
H -1.76177 -0.61754 1.77594 0.0345
```

The calculation puts the HOMO-LUMO gap at 7.73 eV. The total charge is 0.


D.
7 unconnected molecules or ions with the total composition H14O7. Source: the Open Molecules 2025 dataset; level of theory: wB97M-V/def2-TZVPD.

XYZ file:
```
21
Properties=species:S:1:pos:R:3:lowdin_charge:R:1
O 19.62000 19.84900 9.99500 -0.0289
H 19.27100 20.61800 10.43200 0.0600
H 19.07000 19.08900 10.13200 -0.0005
O 19.05600 17.22900 10.81000 -0.0543
H 18.84400 16.82400 9.94300 0.0992
H 18.35900 16.80900 11.33000 0.0872
O 21.73500 18.06000 10.27500 -0.0451
H 21.39000 17.37400 9.72900 0.0121
H 21.00800 18.69200 10.14700 -0.0154
O 18.96300 19.10400 14.45600 -0.0742
H 19.49500 18.62800 13.81400 -0.0441
H 19.35700 18.96900 15.31200 0.0238
O 22.52400 15.90400 14.52400 -0.0472
H 23.09300 15.48700 13.89300 0.0166
H 21.98300 16.49400 14.02200 -0.0346
O 20.74600 14.56800 12.43200 -0.0181
H 20.13800 14.79500 11.72100 0.0217
H 20.71400 13.64200 12.43300 0.0099
O 20.68800 17.67300 13.04700 -0.0310
H 21.35800 18.26600 12.78600 0.0483
H 20.13300 17.54300 12.26300 0.0147
```

The calculation puts the HOMO-LUMO gap at 9.92 eV. The total charge is 0.


Verdict on stability: D comes out on top.


A.
7 unconnected molecules or ions with the total composition H14O7. Source: the Open Molecules 2025 dataset; level of theory: wB97M-V/def2-TZVPD.

XYZ file:
```
21
Properties=species:S:1:pos:R:3:lowdin_charge:R:1
O 0.71891 -2.23394 0.04358 -0.1208
H 0.73123 -1.71389 -0.77519 -0.0211
H 0.93463 -3.12592 -0.42362 0.0959
O -0.47968 -1.10502 -2.18094 -0.0551
H -1.39461 -0.96954 -2.01860 0.0259
H -0.38005 -0.93236 -3.17155 0.0963
O 0.96864 2.30707 0.20178 -0.0741
H 1.79839 2.91706 0.31171 0.1142
H 0.20384 2.64674 -0.20589 0.0043
O 0.03439 -3.54821 3.95428 -0.0865
H -0.57574 -3.58656 3.25147 -0.0147
H 0.82541 -2.96292 3.59339 0.1043
O 2.57225 -0.15411 -0.46566 -0.0559
H 2.23395 0.58626 -0.87948 -0.0390
H 2.04497 -0.19698 0.37662 0.0542
O -1.04423 -0.37905 2.18847 0.0012
H -0.39008 -0.40065 2.81409 -0.0180
H -0.97487 -1.23080 1.81401 -0.0117
O -2.36721 4.90091 -2.64134 -0.0743
H -2.19169 4.40437 -3.46325 0.0430
H -3.26845 4.77754 -2.32387 0.0319
```

The calculation puts the HOMO-LUMO gap at 10.73 eV. The total charge is 0.


B.
7 unconnected molecules or ions with the total composition H14O7. Source: the Open Molecules 2025 dataset; level of theory: wB97M-V/def2-TZVPD.

XYZ file:
```
21
Properties=species:S:1:pos:R:3:lowdin_charge:R:1
O 0.64756 -0.04346 -0.80192 -0.0353
H -0.22658 -0.34000 -0.79958 0.0160
H 0.66452 0.30316 0.08830 0.0302
O 0.49553 1.12381 -2.82641 -0.0628
H 0.65143 1.63990 -3.63600 0.0480
H 1.36168 0.85710 -2.64827 -0.0125
O -2.31933 -2.23107 1.20497 -0.0112
H -2.83648 -2.10162 2.01699 0.0521
H -2.75883 -2.70927 0.59173 -0.0345
O -3.08548 1.80612 -1.35565 -0.0838
H -3.71013 1.17417 -0.89403 0.0619
H -2.36069 2.07419 -0.78074 0.0013
O -0.68843 3.02907 1.01947 -0.0576
H -0.67177 3.91371 1.39093 0.0330
H -1.29952 2.56620 1.62904 0.0519
O 3.66307 -2.30570 0.43458 -0.0288
H 4.24037 -2.36205 1.12660 -0.0129
H 3.84676 -1.36641 0.12517 0.0916
O 1.16248 -1.50265 1.59058 -0.0649
H 1.91040 -1.11526 1.08560 0.0146
H 1.31343 -2.40994 1.43867 0.0037
```

The calculation puts the HOMO-LUMO gap at 10.58 eV. The total charge is 0.


Verdict on stability: A comes out on top.


A.
7 unconnected molecules or ions with the total composition H14O7. Source: the Open Molecules 2025 dataset; level of theory: wB97M-V/def2-TZVPD.

XYZ file:
```
21
Properties=species:S:1:pos:R:3:lowdin_charge:R:1
O -0.07003 2.53007 0.11277 -0.1348
H 0.63149 2.02669 -0.30059 -0.0330
H 0.39734 3.55723 -0.04348 0.1973
O 3.37070 -0.37152 1.05225 -0.0521
H 2.83048 -0.06250 1.79705 0.0672
H 2.83116 -0.98250 0.56451 -0.0090
O 2.16856 1.19145 -0.88071 -0.0922
H 1.67782 0.36374 -1.15617 0.0449
H 2.78314 0.87878 -0.20784 0.0000
O -1.01766 -2.66954 0.05301 -0.1256
H -1.23572 -3.03130 0.95659 0.0815
H -1.69442 -1.95301 -0.22377 0.0391
O -3.06641 -0.93246 0.08184 -0.1282
H -3.93217 -0.96683 -0.46449 0.1087
H -2.76373 0.02524 0.16988 0.0199
O 1.36335 -1.48018 -0.64505 -0.1022
H 0.45039 -1.78168 -0.42324 0.0134
H 1.75773 -2.31762 -1.06295 0.1139
O -2.63796 1.75335 0.13567 -0.0800
H -1.68875 2.04552 0.09731 0.0068
H -2.92919 2.02884 1.01898 0.0644
```

The calculation puts the HOMO-LUMO gap at 11.61 eV. The total charge is 0.


B.
A molecular structure, H14O7. Source: the Open Molecules 2025 dataset; level of theory: wB97M-V/def2-TZVPD.

XYZ file:
```
21
Properties=species:S:1:pos:R:3:lowdin_charge:R:1
O -0.16002 -0.72647 2.05412 -0.0491
H -0.78140 -1.20191 2.60555 0.1016
H -0.43633 0.18799 2.11460 -0.1905
O 0.64575 0.03067 0.04653 -0.1245
H 1.17515 -0.74425 0.23487 0.0992
H 0.26567 0.27272 0.89103 -0.0025
O 0.01883 -1.14879 -1.84736 -0.1286
H 0.46477 -0.30574 -1.92887 0.0018
H 0.59010 -1.76746 -2.30248 0.0528
O -0.86313 -1.78643 0.10907 -0.0852
H -1.31458 -2.46488 0.61118 0.0351
H -0.48996 -1.20551 0.77202 -0.0900
O -1.00829 0.56256 -1.56072 -0.0712
H -1.31494 1.11699 -2.27821 0.0654
H -0.58911 1.16951 -0.95070 0.0346
O 2.42307 1.19313 -1.72442 -0.0545
H 1.72615 1.59236 -2.24514 0.0237
H 1.96485 0.74568 -1.01304 -0.0225
O -0.49285 1.32803 1.92003 0.1257
H -0.46666 1.52623 2.85612 0.1389
H -1.35709 1.62562 1.63582 0.1396
```

The calculation puts the HOMO-LUMO gap at 8.16 eV. The total charge is 0.


Verdict on stability: A comes out on top.


A.
7 unconnected molecules or ions with the total composition H14O7. Source: the Open Molecules 2025 dataset; level of theory: wB97M-V/def2-TZVPD.

XYZ file:
```
21
Properties=species:S:1:pos:R:3:lowdin_charge:R:1
O 1.89743 2.11238 0.50719 -0.0186
H 2.39343 2.63838 -0.18881 0.1137
H 1.03643 2.26638 0.26319 -0.0019
O -0.01157 -0.01962 -0.60281 -0.0012
H 0.11143 0.16038 0.27119 -0.0549
H 0.87443 0.07738 -0.86081 0.0245
O -0.23457 0.34038 2.15919 -0.1000
H -1.03457 0.43538 2.80919 0.1228
H 0.22543 -0.53362 2.15719 0.0711
O -1.46757 0.88938 -2.72481 -0.1011
H -2.03957 1.69438 -2.72981 0.0472
H -1.16157 0.70938 -1.80381 -0.0132
O 2.91443 -0.32762 0.04119 0.0298
H 2.68743 0.51638 0.25719 -0.0720
H 3.25843 -0.23562 -0.78481 -0.0008
O -0.49757 -3.07162 -0.03481 -0.0658
H -0.54257 -2.12062 -0.11081 -0.0328
H 0.43143 -3.14862 0.29419 0.0528
O -2.82657 -1.09462 0.56219 -0.1304
H -2.19257 -0.51362 0.03419 0.0270
H -3.82157 -0.77462 0.48519 0.1038
```

The calculation puts the HOMO-LUMO gap at 10.84 eV. The total charge is 0.


B.
7 unconnected molecules or ions with the total composition H14O7. Source: the Open Molecules 2025 dataset; level of theory: wB97M-V/def2-TZVPD.

XYZ file:
```
21
Properties=species:S:1:pos:R:3:lowdin_charge:R:1
O -0.60224 -0.77970 2.30106 -0.0347
H -0.07766 -0.08581 2.71956 0.0781
H -0.17983 -1.60772 2.55606 0.0743
O 2.45520 0.48537 0.87796 -0.0653
H 2.65570 -0.41867 0.61563 0.0354
H 2.62923 1.02329 0.08495 0.0001
O -0.20251 -0.38881 -0.57294 -0.0512
H -0.26690 -0.60997 0.36947 0.0178
H 0.73382 -0.20934 -0.70145 0.0238
O -0.58643 2.61860 -1.19182 -0.0604
H -0.33540 1.72866 -0.91025 -0.0096
H -0.53245 2.60115 -2.15132 0.0292
O -2.13836 -2.44908 -1.62471 -0.0710
H -1.51326 -1.76049 -1.36217 -0.0150
H -2.84034 -1.97793 -2.08223 0.0314
O -3.47931 -0.38964 2.15321 -0.0688
H -4.02309 -1.16138 2.33311 0.0288
H -2.56302 -0.70290 2.19573 -0.0151
O 3.42158 1.60282 -1.63820 -0.0415
H 3.08526 1.09279 -2.38337 0.0547
H 4.36000 1.38878 -1.58830 0.0590
```

The calculation puts the HOMO-LUMO gap at 10.71 eV. The total charge is 0.


C.
7 unconnected molecules or ions with the total composition H14O7. Source: the Open Molecules 2025 dataset; level of theory: wB97M-V/def2-TZVPD.

XYZ file:
```
21
Properties=species:S:1:pos:R:3:lowdin_charge:R:1
O -0.19543 1.32041 -1.16105 -0.0587
H -0.64976 1.02846 -0.36272 -0.0156
H 0.71567 1.45453 -0.87662 0.0256
O 3.04256 1.89977 -2.81279 -0.0461
H 2.70547 1.55730 -1.97728 0.0167
H 3.68616 1.23977 -3.09417 0.0282
O 4.38559 -1.90655 -1.66110 -0.0556
H 3.61580 -1.38761 -1.40204 0.0266
H 4.57860 -1.60849 -2.55715 0.0298
O -1.04725 -0.93814 -0.34181 -0.0675
H -1.91957 -0.74522 0.01989 0.0454
H -1.15932 -1.78710 -0.78418 0.0523
O 0.14526 0.54721 2.08633 -0.0456
H -0.59492 0.48372 2.70041 0.0368
H -0.18114 1.12115 1.38415 0.0013
O -4.77894 1.50145 1.82078 -0.0626
H -4.58356 2.12241 1.10999 0.0341
H -4.20912 1.78615 2.54413 0.0300
O -1.39241 -2.35866 1.97390 -0.0571
H -1.15478 -3.17289 1.51613 0.0410
H -2.12465 -2.61604 2.54536 0.0408
```

The calculation puts the HOMO-LUMO gap at 10.80 eV. The total charge is 0.


D.
7 unconnected molecules or ions with the total composition H14O7. Source: the Open Molecules 2025 dataset; level of theory: wB97M-V/def2-TZVPD.

XYZ file:
```
21
Properties=species:S:1:pos:R:3:lowdin_charge:R:1
O 2.65832 0.43269 0.76232 -0.0142
H 3.31041 -0.11326 0.37725 0.0435
H 2.66542 0.03945 1.66705 0.0738
O -0.90532 -1.44695 -1.79809 -0.0661
H -1.65720 -2.01953 -1.63986 0.0309
H -0.82286 -0.91408 -0.98337 -0.0101
O 1.24663 1.34786 -2.94391 -0.0234
H 0.81034 1.40687 -2.10759 -0.0211
H 2.13471 1.15182 -2.76072 -0.0044
O 0.39265 -1.87031 1.41532 -0.0298
H 1.17540 -1.51223 1.86337 0.0258
H -0.17030 -2.23292 2.09000 0.0341
O -2.74383 0.99044 -1.56817 -0.0330
H -1.82281 0.79652 -1.38631 -0.0106
H -3.28102 0.75624 -0.83426 0.0116
O 0.18615 0.72213 -0.41153 -0.0479
H 1.00759 0.59106 0.05346 -0.0019
H -0.29637 0.82688 0.38150 0.0001
O -1.33398 0.30788 2.19044 -0.0262
H -0.67791 -0.01055 2.80093 0.0243
H -1.87600 0.74999 2.83215 0.0443
```

The calculation puts the HOMO-LUMO gap at 9.62 eV. The total charge is 0.


Verdict on stability: B comes out on top.


A.
7 unconnected molecules or ions with the total composition H14O7. Source: the Open Molecules 2025 dataset; level of theory: wB97M-V/def2-TZVPD.

XYZ file:
```
21
Properties=species:S:1:pos:R:3:lowdin_charge:R:1
O 0.11797 0.29195 -1.02660 -0.0332
H -0.02581 0.08529 -1.94655 0.0184
H 0.28593 -0.44059 -0.53470 -0.0531
O -1.85241 -0.63073 2.21600 -0.0924
H -2.32571 -1.52374 2.12975 0.0745
H -2.62765 -0.06658 2.18263 0.0136
O -3.86382 -0.13207 -0.75893 -0.1019
H -3.77571 -0.43496 -1.66165 0.0118
H -4.21805 0.84344 -0.74147 0.0966
O 4.64190 -0.49746 -0.29175 -0.0771
H 4.62521 -0.17544 -1.25559 0.0831
H 4.86517 0.19928 0.28322 -0.0044
O -0.17855 -1.87954 -1.73534 -0.0126
H 0.42177 -2.58857 -1.95939 0.0678
H -0.41138 -1.70207 -2.58988 0.0030
O 0.96496 -1.33873 2.37258 -0.1005
H 1.28984 -2.27593 2.33060 0.0496
H 1.35388 -1.10090 1.46862 0.0571
O 0.39967 4.46831 0.15473 -0.0830
H -0.55559 4.61142 0.38933 0.0570
H 0.86837 4.28764 0.97440 0.0255
```

The calculation puts the HOMO-LUMO gap at 10.72 eV. The total charge is 0.


B.
7 unconnected molecules or ions with the total composition H14O7. Source: the Open Molecules 2025 dataset; level of theory: wB97M-V/def2-TZVPD.

XYZ file:
```
21
Properties=species:S:1:pos:R:3:lowdin_charge:R:1
O -0.04546 -0.75419 -1.40656 -0.0678
H -0.99251 -0.92861 -1.44728 0.0703
H 0.01765 0.09258 -0.95049 0.0373
O 2.55914 0.15253 2.74134 -0.0753
H 3.25706 0.80216 2.60036 0.0279
H 1.88785 0.38436 2.08971 -0.0053
O 0.82929 -1.11917 0.99662 -0.0745
H 1.31472 -1.87345 0.64389 0.0664
H 0.15907 -0.93817 0.32801 -0.0367
O 0.62327 2.75314 -1.60323 -0.0560
H -0.23472 2.44889 -1.91991 0.0190
H 1.24881 2.12393 -1.97976 0.0347
O -1.71101 -2.60843 1.38637 -0.0636
H -2.04511 -2.63431 2.29009 0.0406
H -1.35296 -1.71833 1.29412 -0.0119
O -1.08596 0.94621 1.96112 -0.0411
H -1.03115 1.70808 2.54896 0.0492
H -1.35587 1.32151 1.11537 0.0334
O -0.65609 0.18348 -3.24712 -0.0673
H 0.03278 -0.02160 -3.88929 0.0633
H -1.41880 -0.32060 -3.55235 0.0575
```

The calculation puts the HOMO-LUMO gap at 10.26 eV. The total charge is 0.


Verdict on stability: B comes out on top.